Record 1
20
Properties=species:S:1:pos:R:3 method="wB97M-V/def2-TZVPD" lumo_ev=0.950 charge=0 max_force_ev_per_a=0.18 e_above_lowest_ev=0.0227 energy_ev=-6449.386 smiles=CCC(C)(C)C
C -1.5323 -0.4382 1.0721
C -0.6232 1.4600 -0.2615
C -0.4518 -0.0315 0.0600
C 0.9248 -0.2764 0.7135
C -0.5870 -0.8854 -1.2157
C 2.1461 0.0227 -0.1546
H -0.1659 -0.3815 -2.0934
H -1.3577 0.0400 2.0439
H -0.3704 2.0742 0.6121
H 0.0182 1.7781 -1.0908
H 0.9764 0.3274 1.6306
H -1.6589 1.6882 -0.5394
H -1.6340 -1.1192 -1.4413
H 3.0600 -0.0249 0.4463
H 2.2505 -0.7007 -0.9705
H 2.0982 1.0229 -0.5988
H 0.9660 -1.3263 1.0381
H -1.5498 -1.5234 1.2301
H -0.0584 -1.8400 -1.1017
H -2.5272 -0.1329 0.7257

Record 2
24
Properties=species:S:1:pos:R:3 method="wB97M-V/def2-TZVPD" lumo_ev="-8.860 / -10.119" charge=+2 max_force_ev_per_a=7.11 e_above_lowest_ev=0.8006 energy_ev=-19168.536 spin_multiplicity=2
Al -1.2979 7.8839 3.7161
O 1.5223 8.5554 4.3335
O -0.1228 6.9196 2.8707
O -2.2273 6.4993 4.5569
C 1.2169 6.7924 2.8176
C -0.8977 4.8612 3.4173
C 2.3061 9.4919 5.1151
C 2.0203 7.8503 3.4312
C -3.4225 6.6688 5.3057
C -1.6482 5.1983 4.6842
H -1.2188 3.6630 3.1353
H 2.3205 9.1007 6.1361
H 1.6321 6.7094 1.7836
H 3.3151 9.5701 4.6993
H 1.7724 10.4436 5.0660
H -3.7440 7.7097 5.1816
H -2.4602 4.4754 4.8551
H -1.4218 5.2801 2.5461
H 3.0876 7.9508 3.1879
H -3.2315 6.4656 6.3693
H 0.1403 4.5938 3.6571
H -4.1970 5.9863 4.9274
H -0.9683 5.2079 5.5510
H 1.5791 5.8674 3.3322

Please write out number 1 again, unchanged.
20
Properties=species:S:1:pos:R:3 method="wB97M-V/def2-TZVPD" lumo_ev=0.950 charge=0 max_force_ev_per_a=0.18 e_above_lowest_ev=0.0227 energy_ev=-6449.386 smiles=CCC(C)(C)C
C -1.5323 -0.4382 1.0721
C -0.6232 1.4600 -0.2615
C -0.4518 -0.0315 0.0600
C 0.9248 -0.2764 0.7135
C -0.5870 -0.8854 -1.2157
C 2.1461 0.0227 -0.1546
H -0.1659 -0.3815 -2.0934
H -1.3577 0.0400 2.0439
H -0.3704 2.0742 0.6121
H 0.0182 1.7781 -1.0908
H 0.9764 0.3274 1.6306
H -1.6589 1.6882 -0.5394
H -1.6340 -1.1192 -1.4413
H 3.0600 -0.0249 0.4463
H 2.2505 -0.7007 -0.9705
H 2.0982 1.0229 -0.5988
H 0.9660 -1.3263 1.0381
H -1.5498 -1.5234 1.2301
H -0.0584 -1.8400 -1.1017
H -2.5272 -0.1329 0.7257